70
Properties=species:S:1:pos:R:3:nbo_charge:R:1 method="wB97M-V/def2-TZVPD" multiplicity=1 homo_lumo_gap_ev=8.1 homo_ev=-9.11 energy_ha=-3075.34740 e_lumo_ev=-0.96
I -0.545 -1.066 6.022 0.183
Cl -3.121 -1.105 3.921 0.046
Cl 4.605 3.791 -4.775 -0.074
S 6.942 0.953 2.154 -0.043
O -2.798 -0.036 1.225 -0.669
O 2.523 2.122 2.220 -0.498
O -1.430 1.733 -0.430 -0.527
O -6.994 0.502 1.190 -0.548
N -6.081 -1.657 2.886 -0.828
N 1.091 -1.982 -5.276 -0.607
C -7.353 0.453 2.559 -0.073
C 1.827 1.362 1.576 0.552
C 1.887 -0.019 -4.055 -0.519
C -8.506 -1.832 2.785 -0.614
C 1.605 -1.530 -4.207 0.329
C 1.994 0.373 -2.592 0.011
C 4.488 0.217 -2.646 -0.454
C 0.821 0.938 -0.615 -0.123
C 5.144 -0.543 0.449 -0.406
C 4.801 1.314 -3.726 -0.421
C 0.793 0.628 -1.940 -0.186
C -0.493 1.164 0.099 0.565
C -1.654 -0.420 3.293 -0.121
C -1.689 0.059 1.990 0.314
C -0.528 0.624 1.504 -0.137
C 6.294 -0.623 1.508 -0.520
C 1.995 1.033 0.119 -0.074
C 3.198 0.790 -0.521 -0.009
C 3.181 0.470 -1.881 0.078
C -7.328 -0.950 3.189 -0.083
C 1.936 -2.416 -3.008 -0.695
C 4.173 2.671 -3.426 -0.359
C 0.634 0.699 2.243 -0.097
C -0.495 -0.332 4.033 -0.124
C 4.504 0.845 0.262 -0.461
C 0.660 0.217 3.524 -0.222
C -8.013 0.113 0.288 -0.248
H -8.600 -2.670 3.477 0.219
H 4.597 0.971 -4.742 0.216
H 0.971 -2.988 -5.136 0.330
H 5.310 0.260 -1.938 0.222
H 7.278 1.677 1.067 0.122
H 1.857 -3.480 -3.249 0.222
H 4.529 3.073 -2.474 0.214
H 2.721 0.314 -4.670 0.245
H -5.943 -1.615 1.879 0.356
H -9.003 0.421 0.636 0.168
H 5.887 1.466 -3.692 0.219
H 5.207 1.553 -0.195 0.214
H 3.084 2.651 -3.372 0.215
H 7.140 -1.122 1.024 0.216
H 1.551 0.287 4.138 0.249
H 2.939 -2.200 -2.627 0.219
H -7.992 -0.966 0.121 0.166
H -8.387 -2.257 1.789 0.203
H -8.322 0.944 2.718 0.162
H 6.023 -1.270 2.344 0.234
H 5.520 -0.981 -0.478 0.203
H -7.385 -0.813 4.273 0.188
H 4.286 1.241 1.254 0.262
H -6.605 1.063 3.074 0.184
H -9.445 -1.274 2.810 0.201
H 4.349 -1.225 0.784 0.208
H 4.443 -0.758 -3.139 0.224
H 1.254 -2.217 -2.172 0.235
H -7.813 0.598 -0.668 0.189
H -5.299 -1.123 3.258 0.353
H -0.144 0.576 -2.485 0.237
H 0.986 0.476 -4.438 0.249
H -3.060 0.830 0.885 0.517

***

75
Properties=species:S:1:pos:R:3:mulliken_charge:R:1 method="wB97M-V/def2-TZVPD" multiplicity=1 homo_lumo_gap_ev=5.7 charge=-1 homo_ev=-4.09 energy_ha=-2284.03809 e_lumo_ev=1.63
F 0.845 1.038 0.145 -0.011
F -2.508 3.194 1.076 -0.317
F -2.640 2.727 -1.060 -0.370
F -6.574 -0.739 3.546 -0.267
F -5.179 0.726 4.278 -0.277
F -7.174 1.316 3.734 -0.263
O 5.063 0.466 -6.705 -0.745
O 3.959 0.915 -1.940 -0.371
O 4.056 2.108 -5.536 -0.718
O -3.328 -5.867 1.006 -0.570
O -2.264 -3.933 0.745 -0.226
O 3.397 0.023 1.511 -0.192
O 0.917 0.858 -2.438 -0.311
N 0.143 4.254 0.031 -0.627
N -0.940 0.942 2.844 -0.760
C -6.108 0.647 -0.382 -0.962
C 4.946 -1.075 3.039 -1.160
C -1.905 -5.206 2.794 -0.935
C -4.875 1.230 -0.636 -0.532
C -6.519 0.409 0.917 -0.789
C 6.160 1.279 -4.767 -0.736
C -6.148 0.524 3.386 0.808
C -0.834 -1.249 -0.475 -0.154
C -1.507 1.171 0.296 2.702
C -4.470 1.365 1.734 -0.167
C 3.774 0.061 -0.831 0.030
C -5.701 0.777 1.977 -0.045
C -2.690 2.188 0.194 1.494
C 3.986 0.092 2.794 -0.478
C 3.052 1.998 -2.018 -0.129
C -0.568 -2.196 0.713 -1.047
C -1.189 1.046 1.730 -0.989
C -4.058 1.584 0.425 -0.140
C -0.241 1.470 -1.983 -1.334
C -2.537 -5.074 1.432 0.612
C 4.161 0.685 0.498 -0.546
C -1.953 -0.225 -0.201 -2.326
C -0.220 1.696 -0.425 1.547
C 1.929 1.718 -2.988 -0.433
C -0.888 -3.655 0.425 -0.774
C 4.977 1.286 -5.767 0.588
C 0.018 3.132 -0.171 -0.370
H 7.090 1.497 -5.299 0.345
H -0.754 -3.894 -0.630 0.379
H 0.466 -2.125 1.047 0.498
H -2.224 -4.363 3.405 0.275
H 2.664 2.281 -1.034 -0.008
H 3.176 0.051 3.522 0.381
H -2.612 -0.646 0.554 0.731
H 6.253 0.289 -4.317 0.146
H -1.193 -1.914 1.562 0.324
H -0.405 2.441 -2.451 0.409
H 5.965 -0.834 2.739 0.322
H 0.094 -0.801 -0.807 -0.194
H 3.936 1.754 0.533 0.296
H -0.209 -4.305 0.975 0.424
H 4.503 1.049 2.909 0.360
H -4.542 1.407 -1.649 0.534
H -6.747 0.359 -1.204 0.414
H 2.747 -0.310 -0.783 -0.186
H -2.565 -0.103 -1.093 0.579
H -2.202 -6.155 3.222 0.315
H 4.972 -1.347 4.094 0.359
H 5.222 0.526 0.702 0.465
H -1.184 -1.860 -1.308 0.607
H -7.472 -0.063 1.109 0.445
H -3.834 1.648 2.560 0.567
H 3.598 2.863 -2.399 0.394
H 1.515 2.653 -3.373 0.347
H 4.592 -1.928 2.465 0.301
H 2.369 1.199 -3.839 0.221
H 4.418 -0.799 -1.012 0.334
H -1.079 0.833 -2.257 0.412
H 6.019 2.016 -3.975 0.167
H -0.818 -5.174 2.737 0.327

***

77
Properties=species:S:1:pos:R:3:nbo_charge:R:1 method="wB97M-V/def2-TZVPD" relative_energy_kcal_mol=0.0 multiplicity=1 homo_lumo_gap_ev=8.0 charge=+1 homo_ev=-11.11 energy_ha=-4638.83117 e_lumo_ev=-3.09
Ga -0.384 -1.290 0.347 1.647
S -0.415 0.860 1.849 -0.221
S -1.397 3.647 -0.985 2.295
O -1.957 -0.813 -0.709 -0.802
O -2.509 3.426 -1.869 -0.953
O 2.931 0.062 -1.507 -0.709
O 0.896 -0.435 -0.793 -0.823
O -0.283 4.420 -1.490 -0.971
N 1.706 -1.903 1.236 -0.850
N -3.651 0.654 -0.700 -0.798
N -0.666 -3.274 -0.617 -0.247
N 2.276 2.523 -1.732 -0.774
N -1.337 -4.044 0.086 -0.099
N -2.300 0.504 -2.548 -0.578
N 3.822 2.066 -0.107 -0.592
N -0.832 2.219 -0.410 -0.807
N 2.291 3.803 0.179 -0.781
C -1.416 -2.018 3.172 -0.219
C 4.195 1.807 1.281 -0.209
C 2.780 2.785 -0.538 0.685
C 3.462 0.586 1.817 -0.438
C -2.582 0.108 -1.311 0.850
C 0.260 -4.552 -4.507 -0.187
C -0.906 2.170 0.892 0.155
C 2.179 -0.513 -0.726 0.832
C -0.681 -5.258 -3.764 -0.194
C -2.523 5.497 0.880 -0.200
C -2.447 -4.173 3.567 -0.218
C -2.381 4.838 3.206 -0.187
C -0.388 -3.732 -1.946 0.153
C -1.896 4.308 0.572 -0.262
C -1.760 3.641 2.870 -0.164
C -1.516 3.385 1.531 -0.145
C -1.608 -3.590 1.411 0.100
C -2.233 -4.511 2.241 -0.182
C -1.010 -4.855 -2.483 -0.221
C 2.780 -1.417 0.361 -0.156
C 3.909 -0.689 1.081 -0.416
C -2.761 5.752 2.226 -0.180
C -1.206 -2.323 1.834 -0.549
C 0.544 -3.017 -2.684 -0.234
C 0.871 -3.432 -3.967 -0.199
C -2.026 -2.933 4.029 -0.175
C -1.133 0.051 -3.289 -0.426
H 1.433 4.243 -0.108 0.438
H 1.467 3.028 -2.083 0.432
H -2.184 -2.669 5.068 0.221
H -2.583 5.061 4.245 0.230
H 1.709 -2.914 1.317 0.405
H -4.053 1.510 -1.047 0.414
H 2.440 1.595 -2.110 0.446
H -3.255 6.670 2.514 0.232
H 4.058 1.305 -0.735 0.440
H -2.930 -4.870 4.237 0.227
H 4.041 2.687 1.905 0.204
H -0.995 0.723 -4.132 0.218
H -2.822 6.195 0.111 0.243
H -1.484 2.913 3.622 0.242
H -3.779 0.426 0.271 0.417
H -2.736 1.363 -2.848 0.426
H -1.741 -5.393 -1.898 0.242
H 4.391 -1.388 1.766 0.229
H 3.656 0.512 2.889 0.228
H 5.270 1.621 1.282 0.218
H -1.162 -6.129 -4.189 0.227
H 0.511 -4.877 -5.508 0.226
H 4.660 -0.436 0.329 0.223
H -1.286 -0.959 -3.668 0.212
H 1.600 -2.877 -4.542 0.223
H 1.771 -1.538 2.181 0.400
H -0.242 0.081 -2.665 0.232
H 0.999 -2.136 -2.259 0.228
H 2.604 3.967 1.119 0.409
H -2.528 -5.474 1.844 0.230
H 3.210 -2.276 -0.158 0.238
H -1.124 -1.053 3.566 0.219
H 2.388 0.747 1.700 0.224

***

79
Properties=species:S:1:pos:R:3:mulliken_charge:R:1 method="wB97M-V/def2-TZVPD" relative_energy_kcal_mol=24.9 multiplicity=1 homo_lumo_gap_ev=6.8 homo_ev=-7.24 energy_ha=-5284.13836 e_lumo_ev=-0.43
I -3.392 -6.668 5.797 0.095
Sn 0.048 -0.299 0.311 1.992
Se -1.955 1.820 -2.499 -0.441
S 2.243 4.840 -3.370 1.283
O 1.143 4.740 -4.327 -0.590
O 1.963 5.736 -2.254 -0.862
O -0.187 -2.487 1.103 -1.056
O -0.817 -0.964 2.563 -0.792
O 3.553 5.000 -3.966 -0.718
N 1.929 0.126 2.330 0.144
N -0.218 1.948 1.910 0.317
N -2.457 -0.154 0.288 -0.314
N 2.640 -0.662 -1.005 -0.286
N -1.979 3.411 -4.881 0.246
N 3.068 -0.045 4.163 0.016
N -0.747 -1.487 -1.843 -0.403
N -0.996 3.685 3.924 -0.613
N 2.196 0.949 4.405 -0.750
N -1.128 4.489 -3.218 0.599
C -0.734 -2.160 2.204 0.671
C -1.636 4.674 -5.341 -0.745
C -1.321 -3.235 3.064 0.207
C 2.445 3.034 -1.265 -0.391
C 2.269 2.095 -3.466 -0.875
C -2.584 2.362 -5.679 -0.929
C -1.100 5.337 -4.304 -0.314
C 2.397 0.820 -2.939 -1.047
C 2.574 1.757 -0.732 0.164
C -3.182 -1.779 -1.441 -0.711
C 2.897 -0.531 2.928 -0.392
C 1.524 1.023 3.277 0.027
C -2.020 -5.521 3.360 -0.618
C -3.314 -1.328 0.010 -0.538
C -1.629 3.648 2.754 -0.491
C 2.555 0.649 -1.567 0.517
C -1.429 -4.535 2.584 -0.321
C -1.232 2.791 1.740 -0.344
C 2.298 3.209 -2.628 -0.002
C 0.416 1.974 3.077 0.476
C -1.652 3.301 -3.578 -0.189
C -2.498 -5.192 4.621 0.013
C -1.802 -2.923 4.330 -0.229
C -0.654 4.839 -1.886 -0.892
C 0.030 2.859 4.080 -0.447
C -1.858 -2.457 -1.770 -0.593
C -2.389 -3.900 5.118 -0.608
H 0.560 2.891 5.023 0.504
H -1.054 -4.763 1.595 0.425
H -0.981 -0.729 -2.486 0.025
H 3.471 -1.344 2.514 0.524
H -2.769 -3.659 6.101 0.384
H -2.471 4.318 2.628 0.415
H -3.353 1.862 -5.096 0.344
H -1.396 5.457 -1.380 0.296
H -1.967 -2.997 -2.715 0.454
H 3.273 -0.693 -0.217 0.208
H -1.803 4.972 -6.360 0.447
H -1.724 2.778 0.771 0.346
H -0.672 6.322 -4.249 0.478
H -3.309 -0.904 -2.090 0.239
H -1.614 -3.177 -0.986 0.240
H -2.117 -6.531 2.986 0.384
H 2.158 2.252 -4.531 0.444
H -3.026 2.810 -6.565 0.311
H -4.359 -1.086 0.212 0.430
H -1.837 1.626 -5.975 0.294
H 2.936 -1.352 -1.683 0.254
H -3.019 -2.139 0.681 0.248
H -1.717 -1.903 4.683 0.448
H -2.645 0.558 -0.417 -0.032
H -2.693 0.240 1.193 0.277
H -0.498 3.919 -1.329 -0.008
H 0.295 5.367 -1.970 0.578
H 0.078 -1.946 -2.214 0.244
H 2.383 -0.048 -3.592 0.280
H 2.466 3.908 -0.624 0.565
H -3.994 -2.473 -1.664 0.409
H 3.727 -0.320 4.872 0.180
H 2.715 1.616 0.334 0.098

***

68
Properties=species:S:1:pos:R:3:nbo_charge:R:1 method="wB97M-V/def2-TZVPD" relative_energy_kcal_mol=586.4 multiplicity=1 homo_lumo_gap_ev=7.4 homo_ev=-8.55 energy_ha=-1588.31994 e_lumo_ev=-1.19
O 1.312 0.386 3.525 -0.568
O -3.189 3.407 -1.249 -0.495
O 1.191 1.150 -7.888 -0.538
O 0.626 -3.921 4.626 -0.552
O 2.497 -2.800 -2.208 -0.654
N 0.296 0.429 -5.284 -0.423
N 0.928 -1.578 4.602 -0.442
N 1.733 -0.488 -1.910 -0.611
C 1.058 -2.873 2.546 -0.187
C 1.062 -2.911 3.917 0.669
C 1.528 -3.536 0.333 -0.128
C -0.413 1.183 -3.233 0.010
C -0.730 0.532 8.227 -0.605
C 0.419 -0.120 -4.042 0.001
C 1.191 1.584 -5.604 -0.299
C 1.994 -1.791 -1.409 0.633
C -1.933 0.739 -3.392 -0.201
C 1.886 -0.322 -3.217 -0.167
C -1.255 -0.828 7.704 -0.124
C 1.116 -3.823 1.599 -0.148
C -0.026 2.130 -2.445 -0.281
C 1.038 -0.806 -6.124 -0.203
C 0.859 2.100 -7.113 -0.015
C 1.411 -1.730 2.260 -0.099
C -0.910 -1.250 6.004 -0.428
C 1.403 -1.290 0.954 -0.101
C 0.541 -1.214 5.842 -0.221
C -2.749 -1.032 7.813 -0.564
C 1.527 -2.213 -0.076 -0.145
C -2.740 4.641 -0.512 -0.281
C 1.135 -0.809 3.464 0.675
C -2.308 2.733 -1.893 0.262
C 0.732 -0.159 -7.653 -0.055
C -2.791 1.622 -2.814 -0.214
C -1.123 2.939 -1.764 -0.303
H -3.835 1.596 -2.822 0.212
H -2.256 4.229 0.447 0.196
H 1.081 -2.217 6.512 0.207
H 2.451 0.886 -3.378 0.144
H -3.091 -1.829 7.642 0.179
H 0.409 0.363 8.056 0.205
H -0.281 -0.281 -7.773 0.167
H 1.429 2.996 -7.405 0.206
H -2.088 -0.115 -4.047 0.222
H 0.682 -1.582 -5.988 0.142
H 1.311 -0.924 -8.453 0.181
H -1.009 0.482 9.089 0.189
H 1.188 -0.374 5.980 0.245
H 1.311 -4.808 2.050 0.239
H 2.210 1.564 -5.431 0.192
H -0.160 -0.852 -3.840 0.172
H 0.588 2.338 -4.982 0.225
H -0.510 3.766 -1.135 0.212
H -2.957 -0.696 8.945 0.173
H 1.487 -4.246 -0.426 0.247
H 1.917 0.008 0.787 0.228
H 1.170 0.045 -1.199 0.440
H 2.340 -0.999 -3.698 0.215
H -1.327 -0.349 5.677 0.202
H -0.405 1.813 -7.236 0.132
H -2.031 5.288 -1.079 0.201
H -3.266 -0.331 7.374 0.199
H -1.490 -2.086 5.786 0.228
H -3.739 5.195 -0.211 0.213
H -0.544 -1.680 8.262 0.182
H 2.048 -0.807 -6.164 0.180
H 1.004 2.293 -2.233 0.209
H -0.952 1.232 7.309 0.214

***

65
Properties=species:S:1:pos:R:3:nbo_charge:R:1 method="wB97M-V/def2-TZVPD" relative_energy_kcal_mol=76.5 multiplicity=1 homo_lumo_gap_ev=8.9 homo_ev=-8.17 energy_ha=-1404.31745 e_lumo_ev=0.75
O -3.796 -0.968 0.426 -0.537
O -2.304 0.251 1.571 -0.615
O 8.776 3.195 1.144 -0.720
O -3.513 2.048 -0.593 -0.501
N 0.733 -1.653 0.112 -0.451
C -1.821 -0.383 -0.729 -0.141
C -0.519 0.414 -0.575 -0.436
C 3.705 -0.570 -1.620 -0.208
C 3.000 -1.346 -0.709 -0.040
C -4.820 1.825 -0.284 0.301
C -7.064 1.064 -0.669 -0.207
C -4.223 -2.236 2.457 -0.633
C 1.619 -1.856 -1.021 -0.234
C 9.495 2.342 0.282 -0.041
C 6.871 0.030 0.198 -0.037
C 4.860 -1.208 0.813 -0.191
C -5.211 2.271 0.980 -0.264
C -5.760 1.220 -1.110 -0.264
C 3.593 -1.658 0.510 -0.148
C -0.502 -2.402 0.052 -0.215
C -6.512 2.108 1.408 -0.193
C -2.989 1.633 -1.832 -0.066
C 4.977 -0.119 -1.329 -0.177
C -4.629 -1.059 1.581 -0.078
C 9.311 0.899 0.763 -0.497
C 0.459 -0.259 0.402 -0.223
C -7.448 1.500 0.585 -0.252
C 7.981 0.407 0.467 0.035
C -2.676 0.135 -1.903 -0.420
C -1.492 -1.865 -0.990 -0.407
C 5.569 -0.433 -0.107 -0.115
C -2.642 -0.299 0.557 0.839
H 3.254 -0.317 -2.570 0.207
H -4.913 -2.324 3.290 0.217
H 5.316 -1.449 1.762 0.219
H -3.664 1.909 -2.653 0.181
H -0.744 1.408 -0.191 0.234
H 8.787 4.090 0.793 0.472
H -3.603 -0.439 -1.919 0.225
H -4.558 -0.123 2.143 0.207
H -5.497 0.868 -2.095 0.209
H 3.036 -2.250 1.220 0.218
H -1.051 -1.959 -1.985 0.201
H 10.051 0.259 0.274 0.233
H -0.050 0.516 -1.557 0.199
H 1.260 -1.386 -1.952 0.165
H 5.520 0.484 -2.043 0.217
H 0.038 -0.211 1.408 0.219
H 1.406 0.285 0.401 0.210
H -4.240 -3.160 1.882 0.207
H -7.785 0.591 -1.321 0.213
H -2.145 -0.047 -2.841 0.215
H -0.270 -3.449 -0.161 0.201
H -2.409 -2.455 -0.970 0.226
H -5.643 -1.179 1.195 0.195
H 1.676 -2.936 -1.200 0.208
H 9.475 0.872 1.843 0.241
H -6.799 2.456 2.389 0.215
H -2.068 2.211 -1.943 0.197
H -0.959 -2.351 1.046 0.195
H -4.466 2.736 1.606 0.233
H -8.466 1.371 0.919 0.213
H 9.134 2.435 -0.753 0.165
H -3.220 -2.081 2.846 0.218
H 10.567 2.596 0.301 0.158